Entry 1:
A single C21H17F3N8O molecule at a distorted geometry. Source: OMol25; level of theory: wB97M-V/def2-TZVPD.

Summary:
Orbital gap, hartree: 0.3153
Energy relative to the best compared isomer or geometry (same formula, charge and spin), eV: 0.000
E_LUMO, Ha: 0.0063
Charge: 0
SMILES: OCCNc1nc(NCc2nc3c(F)c(F)ccc3[nH]2)c2ncn(-c3cccc(F)c3)c2n1

Last column: Mulliken charge in e.
Geometry (Å):
F  -5.4080  3.1662  5.9124  -0.284
F  6.9467  -1.1084  -4.7571  -0.313
F  7.1317  -1.8041  -2.1308  -0.302
N  0.8233  2.2060  3.9222  -0.683
N  5.1199  -1.0457  -0.3308  -0.850
N  -1.1867  1.1408  1.2556  -0.547
N  0.9559  0.5345  0.6448  -0.173
O  -0.5420  -3.4294  -1.9627  -0.553
C  -0.4021  2.4833  4.3301  -0.301
C  4.0120  -0.4938  0.1452  0.472
C  -0.3196  0.6806  0.4299  -0.029
C  -0.7366  1.7413  2.3536  0.257
C  1.4212  0.9869  1.8161  -0.337
C  -4.9131  2.9660  2.3224  -0.550
C  -5.4641  3.1344  3.4946  -0.404
C  4.8447  -0.1167  -4.2471  -0.652
C  3.8192  0.2916  -3.3079  -0.772
C  -3.5332  2.7219  2.2483  -0.084
C  -3.3507  3.1710  4.6187  -0.696
C  -4.7069  3.1987  4.7112  0.076
C  5.9675  -0.8241  -3.8056  0.320
C  6.1022  -1.1099  -2.5082  0.642
C  0.6249  1.7222  2.6560  0.817
C  5.1386  -0.7721  -1.6445  0.240
C  4.0164  -0.1076  -2.0750  0.251
C  -2.7202  2.7681  3.3732  0.766
N  3.3009  0.0523  -0.9244  0.137
N  -1.4259  2.3186  3.3734  0.128
N  2.7912  0.6819  2.0809  -0.140
N  -0.8082  0.1194  -0.7216  -0.172
C  3.5041  -0.5238  1.6011  -0.740
C  -1.1453  -2.2417  -1.3231  -0.556
C  -0.1531  -1.0282  -1.4187  -0.349
H  -0.5388  -4.2632  -1.4470  0.309
H  -0.5890  3.1219  5.1854  0.339
H  -5.5283  2.9309  1.3558  0.292
H  -6.5210  3.1084  3.5695  0.419
H  4.8322  0.2990  -5.2491  0.391
H  2.8962  0.7532  -3.4267  0.553
H  -3.2233  2.2730  1.3253  0.367
H  -2.7078  3.2266  5.4909  0.273
H  2.3643  0.3850  -0.9676  0.080
H  3.0376  1.1810  2.9000  0.288
H  -1.7584  0.2450  -0.8045  0.231
H  2.7609  -1.3716  1.6015  0.186
H  4.2655  -0.7108  2.3087  0.470
H  -1.2311  -2.4196  -0.2528  0.313
H  -2.0637  -1.9737  -1.7821  0.344
H  0.7663  -1.2434  -1.0488  0.295
H  -0.0072  -0.5631  -2.4315  0.231



Entry 2:
A molecular structure, C31H47N2O6ReTe at a distorted geometry. Source: OMol25; level of theory: wB97M-V/def2-TZVPD.

Summary:
Orbital gap (spin up / spin down), hartree: 0.1302 / 0.1365
E_LUMO (spin up / spin down), Ha: -0.2889 / -0.2825
Charge: +2
Multiplicity: 3

Last column: Mulliken charge in e.
Geometry (Å):
Re  2.2751  0.9069  0.6021  1.950
C  4.2057  -1.1529  -0.5115  -0.869
C  4.2223  -0.1720  -1.6443  -0.488
O  2.9877  0.6258  -1.4468  -0.439
C  2.9212  1.7541  -2.3842  -0.743
C  3.7781  2.9271  -1.9217  -0.638
O  4.6603  2.5085  -0.9020  -0.076
C  5.3264  3.5585  -0.2094  -0.499
C  6.3994  2.8527  0.5781  -0.700
O  5.7504  1.9092  1.4741  -0.329
C  6.3013  0.6214  1.2950  -0.272
C  5.2947  -0.4623  1.6189  -1.059
O  4.1094  -0.4245  0.7266  -0.060
H  3.3537  -1.8103  -0.5683  0.165
H  5.0785  -1.8233  -0.6043  0.612
H  5.0765  0.4824  -1.5381  0.255
H  4.2110  -0.6285  -2.6614  0.571
H  3.3217  1.4127  -3.3733  0.534
H  1.8579  2.0771  -2.5297  0.260
H  4.3268  3.2701  -2.8094  0.539
H  3.2010  3.7765  -1.5547  0.348
H  5.7975  4.3232  -0.8693  0.393
H  4.6421  4.0918  0.4375  0.276
H  7.1023  2.3282  -0.0786  0.358
H  6.9840  3.6293  1.1559  0.417
H  6.7421  0.5063  0.2525  0.219
H  7.2398  0.5120  1.9230  0.444
H  5.7801  -1.4478  1.5257  0.428
H  4.9870  -0.4121  2.6503  0.425
N  0.8392  -2.8728  0.9296  -0.231
C  1.2750  -1.6710  1.1737  0.589
O  1.2761  -0.7979  0.2264  -0.607
C  1.8001  -1.3336  2.5370  -1.015
C  2.1444  0.1622  2.5276  -1.123
H  0.5620  -3.0944  -0.0225  0.282
H  0.8688  -3.5149  1.7499  0.265
H  2.6968  -1.9335  2.7091  0.333
H  1.0823  -1.6744  3.2787  0.604
H  3.0509  0.4097  3.1162  0.533
H  1.2684  0.7740  2.9084  0.593
C  0.4117  4.2106  0.4666  -1.289
C  1.3400  3.0522  0.4423  0.412
O  2.6252  3.1392  0.4397  -0.408
N  0.7688  1.8364  0.3596  0.036
Te  -2.7849  -0.2855  0.2479  0.159
C  -4.0320  -1.6753  1.4800  0.593
C  -3.9802  -1.2579  2.8097  0.364
C  -3.6304  0.1147  3.2979  -1.739
C  -4.2272  -2.1863  3.8368  -0.839
C  -4.6877  -3.4716  3.5997  0.155
C  -5.1767  -4.3014  4.7720  -1.274
C  -4.7480  -3.8385  2.2174  -0.484
C  -4.4171  -2.9967  1.1510  0.821
C  -4.5143  -3.5233  -0.2531  -1.462
C  -3.3827  -0.1079  -1.8802  -0.048
C  -4.4547  0.7215  -2.2288  1.005
C  -5.4371  1.1619  -1.2046  -1.355
C  -4.6008  1.0746  -3.5842  -1.049
C  -3.6192  0.7289  -4.5621  0.580
C  -3.5637  1.2754  -5.9617  -1.417
C  -2.6019  -0.1484  -4.1520  -1.041
C  -2.3938  -0.4822  -2.8149  0.981
C  -1.2287  -1.3646  -2.4389  -1.369
H  1.0079  5.1194  0.5846  0.385
H  -0.2714  4.1450  1.3348  0.359
H  -0.1261  4.3008  -0.5057  0.297
H  -2.5512  0.2625  3.3821  0.244
H  -4.0689  0.2397  4.2647  0.525
H  -4.0188  0.9213  2.6426  0.349
H  -4.0698  -1.8262  4.8239  0.389
H  -6.2731  -4.4800  4.6916  0.302
H  -4.9446  -3.7740  5.6926  0.339
H  -4.7133  -5.2962  4.7450  0.332
H  -5.0075  -4.8521  1.9770  0.465
H  -5.4822  -4.0522  -0.3827  0.419
H  -3.7061  -4.2372  -0.4561  0.285
H  -4.4637  -2.7705  -0.9857  0.287
H  -6.0908  0.3335  -0.8906  0.276
H  -6.0467  1.9706  -1.6326  0.418
H  -4.9618  1.5158  -0.2597  0.216
H  -5.4787  1.6463  -3.8400  0.391
H  -4.4493  1.8436  -6.2588  0.363
H  -3.4229  0.4929  -6.7248  0.355
H  -2.6856  1.9450  -6.0667  0.293
H  -1.9317  -0.5625  -4.9169  0.326
H  -1.5067  -2.1569  -1.7731  0.257
H  -0.4493  -0.8139  -1.9142  0.155
H  -0.7500  -1.7838  -3.3381  0.398



Entry 3:
9 unconnected molecules or ions with the total composition C46H82F5N3O31PSSi at a distorted geometry. Source: OMol25; level of theory: wB97M-V/def2-TZVPD.

Summary:
Orbital gap, hartree: 0.2347
Energy relative to the best compared isomer or geometry (same formula, charge and spin), eV: 1.788
E_LUMO, Ha: -0.1653
Charge: +1

Last column: Mulliken charge in e.
Geometry (Å):
C  -2.0918  4.2898  -0.4796  -1.132
Si  -3.8000  3.4771  -0.5373  0.186
C  -4.2005  2.5124  1.0424  -1.047
C  -3.9021  2.3618  -2.0667  -0.798
C  -2.9965  1.0843  -1.9507  0.186
C  -3.6074  -0.0228  -2.8216  0.352
F  -4.6985  -0.5274  -2.2639  -0.334
F  -4.0576  0.5756  -3.9873  -0.328
N  -2.6896  -1.0948  -3.2843  0.161
C  -2.0085  -0.7291  -4.4832  -2.041
N  -2.5499  -1.1449  -5.5738  0.279
C  -2.1067  -0.8823  -6.9414  -0.741
C  -2.7198  0.4375  -7.5638  -0.480
C  -1.8146  0.9218  -8.6714  0.324
F  -1.4287  2.2187  -8.7675  -0.330
C  -1.3223  0.0515  -9.6311  0.337
F  -1.8444  0.0020  -10.8415  -0.217
F  -0.3301  -0.7944  -9.4410  -0.166
N  -0.8637  0.0848  -4.4564  1.840
C  -1.0581  1.4911  -4.8348  -1.179
O  -0.4183  1.8664  -6.0260  -0.342
C  0.6400  2.7709  -5.8196  -0.702
O  1.7884  2.1041  -5.3697  -0.332
C  2.6480  2.9553  -4.6106  -0.339
C  3.3359  4.0581  -5.4273  -0.460
O  4.1890  4.7917  -4.5627  -0.538
C  0.4101  -0.5188  -4.8820  -0.540
C  0.5439  -2.0294  -4.6588  -0.191
O  -0.0384  -2.8421  -5.3455  -0.449
O  1.3933  -2.4909  -3.6664  -0.349
P  -1.6907  -1.7788  -2.0169  0.619
O  -0.3315  -0.9761  -1.7768  -0.356
O  -1.3509  -3.2722  -2.5187  -0.388
S  -2.6152  -1.9286  -0.3403  -0.346
C  -5.0978  4.8505  -0.6162  0.512
C  -5.6556  5.3787  0.5419  -0.321
C  -6.5883  6.3843  0.5015  -0.624
C  -7.0207  6.9281  -0.6947  -0.466
C  -6.4986  6.3887  -1.8527  -0.650
C  -5.5661  5.3840  -1.8117  -0.132
H  -1.3667  3.5562  -0.1041  0.339
H  -1.8495  4.6203  -1.4990  0.300
H  -2.1352  5.1635  0.1777  0.374
H  -3.5998  1.6031  1.1555  0.513
H  -4.0044  3.2006  1.8770  0.200
H  -5.2755  2.2954  1.0823  0.359
H  -4.9503  2.0354  -2.1475  0.515
H  -3.6987  2.9138  -2.9949  0.302
H  -2.9859  0.8308  -0.8901  0.254
H  -2.0076  1.4057  -2.3004  -0.340
H  -3.3924  -1.7095  -5.4781  0.562
H  -2.5305  -1.6927  -7.5462  0.444
H  -1.0305  -0.9396  -7.0883  0.307
H  -2.9501  1.1919  -6.8077  0.238
H  -3.6615  0.1396  -8.0434  0.517
H  -2.1235  1.7513  -4.8802  0.365
H  -0.6503  2.1185  -4.0227  0.703
H  0.3567  3.6224  -5.1787  0.533
H  0.8579  3.1882  -6.8143  0.484
H  3.4472  2.3193  -4.2049  0.372
H  2.1227  3.3722  -3.7354  0.310
H  3.9478  3.6211  -6.2318  0.265
H  2.6189  4.7551  -5.8739  0.369
H  4.8970  4.1937  -4.2873  0.294
H  0.6704  -0.3447  -5.9354  0.598
H  1.2162  -0.0370  -4.3164  0.663
H  2.2835  -2.4511  -4.0506  0.351
H  -0.4041  -0.0406  -2.0157  0.374
H  -2.1728  -3.5683  -2.9455  0.358
H  -5.3840  5.0131  1.5311  0.282
H  -7.0129  6.7895  1.4187  0.403
H  -7.7364  7.7432  -0.7078  0.399
H  -6.8652  6.8055  -2.7890  0.356
H  -5.1797  5.0106  -2.7609  0.231
C  6.6511  0.1647  -1.1522  -0.621
O  7.8385  0.8678  -1.5162  -0.306
C  7.6449  1.8848  -2.3519  0.823
O  6.5826  2.2371  -2.8034  -0.550
O  8.8233  2.4446  -2.6020  -0.319
C  8.7740  3.5621  -3.4918  -0.595
H  6.9460  -0.6318  -0.4744  0.246
H  5.9552  0.8256  -0.6372  0.283
H  6.1809  -0.2762  -2.0307  0.263
H  8.1649  4.3613  -3.0722  0.287
H  8.3921  3.2609  -4.4663  0.282
H  9.7921  3.9216  -3.6098  0.201
C  -2.0189  -0.9636  6.7024  -0.624
O  -1.5608  -2.1875  6.1288  -0.330
C  -1.3179  -2.1225  4.8190  0.779
O  -1.4536  -1.1488  4.1237  -0.546
O  -0.9015  -3.3209  4.4163  -0.318
C  -0.6001  -3.3982  3.0223  -0.429
H  -2.1787  -1.1468  7.7616  0.255
H  -1.2698  -0.1813  6.5891  0.288
H  -2.9620  -0.6568  6.2516  0.266
H  0.2074  -2.7148  2.7647  0.194
H  -1.4866  -3.1879  2.4247  0.217
H  -0.2741  -4.4142  2.8149  0.256
C  -5.3930  -7.1180  -9.3521  -0.631
O  -5.0060  -5.7927  -8.9705  -0.318
C  -4.2383  -5.1715  -9.8608  0.707
O  -3.8618  -5.6148  -10.9090  -0.520
O  -3.9526  -3.9509  -9.3814  -0.261
C  -3.1281  -3.1682  -10.2421  -0.512
H  -6.0107  -7.5136  -8.5508  0.225
H  -5.9769  -7.0976  -10.2703  0.299
H  -4.5178  -7.7542  -9.4702  0.300
H  -3.6198  -2.9892  -11.1966  0.421
H  -2.1618  -3.6481  -10.3936  0.353
H  -2.9689  -2.2110  -9.7480  -0.129
C  -5.3479  2.4791  5.5903  -0.671
O  -5.1640  3.7820  5.0339  -0.213
C  -5.3228  4.7790  5.9072  0.758
O  -5.5960  4.6591  7.0716  -0.577
O  -5.1252  5.9276  5.2626  -0.291
C  -5.2589  7.0922  6.0835  -0.502
H  -5.1931  1.7604  4.7892  0.180
H  -4.6178  2.2889  6.3758  0.287
H  -6.3603  2.3625  5.9738  0.344
H  -4.5216  7.0837  6.8851  0.155
H  -6.2664  7.1614  6.4906  0.312
H  -5.0762  7.9540  5.4473  0.209
C  3.7121  -3.9300  0.8429  -0.714
O  4.6755  -3.7300  1.8782  -0.352
C  4.1649  -3.2382  3.0119  0.839
O  3.0091  -2.9663  3.1987  -0.521
O  5.1550  -3.1013  3.8887  -0.298
C  4.7550  -2.5760  5.1583  -0.714
H  4.2450  -4.3288  -0.0169  0.243
H  2.9574  -4.6510  1.1545  0.296
H  3.2460  -2.9857  0.5633  0.330
H  4.0381  -3.2396  5.6400  0.300
H  4.3351  -1.5779  5.0456  0.312
H  5.6480  -2.5162  5.7742  0.235
C  -2.7120  5.5115  9.5489  -0.607
O  -2.1759  6.4921  8.6565  -0.177
C  -1.0888  7.1149  9.1148  0.720
O  -0.5554  6.9176  10.1729  -0.541
O  -0.6974  7.9961  8.1921  -0.310
C  0.4663  8.7419  8.5530  -0.640
H  -3.5861  5.0803  9.0658  0.120
H  -1.9865  4.7204  9.7332  0.310
H  -3.0209  5.9718  10.4859  0.327
H  1.3182  8.0795  8.6976  0.292
H  0.2835  9.3290  9.4515  0.295
H  0.6814  9.4175  7.7292  0.218
C  1.8002  -9.4888  4.5769  -0.645
O  2.3822  -8.5330  3.6866  -0.357
C  3.4523  -7.9097  4.1769  0.830
O  3.9327  -8.0946  5.2672  -0.561
O  3.8872  -7.0562  3.2493  -0.296
C  5.0471  -6.3016  3.6139  -0.483
H  0.9454  -9.9229  4.0653  0.229
H  2.5110  -10.2800  4.8094  0.296
H  1.4565  -9.0045  5.4894  0.296
H  5.8933  -6.9622  3.7990  0.385
H  4.8448  -5.6827  4.4856  0.123
H  5.2904  -5.6570  2.7801  0.249
C  10.2865  -5.2706  7.9834  -0.644
O  9.0382  -5.1697  7.2970  -0.308
C  8.2522  -6.2417  7.4323  0.674
O  8.5144  -7.2318  8.0606  -0.540
O  7.1296  -6.0201  6.7495  -0.202
C  6.1792  -7.0943  6.8029  -0.560
H  10.8291  -4.3472  7.7984  0.218
H  10.1286  -5.3777  9.0555  0.296
H  10.8705  -6.1056  7.5994  0.292
H  5.8587  -7.2723  7.8287  0.430
H  6.5987  -8.0014  6.3716  0.310
H  5.3249  -6.7981  6.2204  0.007



Entry 4:
2 unconnected molecules or ions with the total composition C2H2N2 at a distorted geometry. Source: OMol25; level of theory: wB97M-V/def2-TZVPD.

Summary:
Orbital gap, hartree: 0.4227
Energy relative to the best compared isomer or geometry (same formula, charge and spin), eV: 0.878
E_LUMO, Ha: 0.0362
Charge: 0
SMILES: C#C.N#N

Last column: Mulliken charge in e.
Geometry (Å):
C  1.3565  0.4809  0.4394  -0.226
C  0.6845  -0.3261  -0.1321  -0.345
N  -1.6170  0.1039  -0.1046  0.081
N  -2.3193  -0.2959  -0.8505  -0.119
H  1.3357  1.3564  1.1179  0.272
H  0.5596  -1.3191  -0.4700  0.338